No. 1
# C5H2ClNS

C5H2ClNS in the gas phase in a non-equilibrium geometry (ωB97M-V with the def2-TZVPD basis set, the Open Molecules 2025 dataset).

Frontier orbital gap (alpha / beta) ... 7.29 / 7.30 eV
Total charge ... 0
Energy relative to the best compared isomer or geometry (same formula, charge and spin) ... 4.278 eV
Maximum force ... 5.74 eV Å⁻¹
HOMO (alpha / beta) ... -8.1466 / -8.1480 eV
Energy ... -30059.9141 eV
Multiplicity ... 1

Bonds (Å) are listed after each position.
Positions of all 10 atoms, in Å:
1 Cl 1.062 0.678 2.816  C6 1.613
2 S 2.049 0.023 0.204  C6 1.624, C8 1.730
3 N -2.870 0.029 1.517  C7 1.155
4 C -0.272 -0.144 -1.121  C5 1.326, C8 1.432, H10 1.081
5 C -0.858 0.011 0.059  C4 1.326, C7 1.330
6 C 0.866 0.128 1.313  Cl1 1.613, S2 1.624
7 C -1.920 0.028 0.860  N3 1.155, C5 1.330
8 C 1.152 -0.119 -1.269  S2 1.730, C4 1.432, H9 1.103
9 H 1.458 -0.515 -2.252  C8 1.103
10 H -0.668 -0.120 -2.126  C4 1.081



No. 2
# C5H2ClO2S

A gas-phase ion, C5H2ClO2S (charge -1) in a non-equilibrium geometry (ωB97M-V with the def2-TZVPD basis set, the Open Molecules 2025 dataset).

Frontier orbital gap ... 7.03 eV
Total charge ... -1
Energy relative to the best compared isomer or geometry (same formula, charge and spin) ... 3.419 eV
Maximum force ... 4.83 eV Å⁻¹
HOMO ... -3.7402 eV
Energy ... -32666.9393 eV
Multiplicity ... 1

Bonds (Å) are listed after each position.
Positions of all 11 atoms, in Å:
1 Cl 0.255 2.888 0.524  C5 1.731
2 S -0.195 -1.441 -0.681  C6 1.691, C7 1.599
3 O 2.687 -1.933 0.237  C8 1.221
4 O 2.192 -0.265 1.725  C8 1.226
5 C -0.264 1.305 0.056  Cl1 1.731, C9 1.347
6 C -1.597 -0.495 -0.692  S2 1.691, C9 1.401, H10 1.177
7 C 1.003 -0.447 -0.322  S2 1.599, C8 1.616
8 C 2.156 -0.936 0.700  O3 1.221, O4 1.226, C7 1.616
9 C -1.483 0.838 -0.275  C5 1.347, C6 1.401, H11 1.034
10 H -2.484 -0.940 -1.324  C6 1.177
11 H -2.269 1.426 0.052  C9 1.034